No. 1
This record from the OMol25 dataset describes a cluster of 5 separate species, C46H88BF3N2O7 in total. The level of theory is ωB97M-V/def2-TZVPD.

As for the total energy: -75273.2911 eV. Its HOMO-LUMO gap is 8.4 eV. Its total charge is 0.

Geometry (Å):
C (0.69746, 1.06752, -3.11612)
C (0.03056, -0.16861, -3.72556)
B (0.53270, -1.55375, -3.19007)
O (-0.01269, -2.75776, -3.59437)
C (1.71058, -1.58609, -2.12290)
C (1.47774, -1.55145, -0.72546)
C (0.09545, -1.54703, -0.13148)
C (-0.46855, -0.14556, 0.17866)
O (-1.54486, 0.12880, -0.72914)
C (-2.59511, 0.77036, -0.19148)
O (-2.53456, 1.45924, 0.77926)
C (-3.90249, 0.59649, -0.93937)
C (-3.65576, 0.30363, -2.41485)
N (2.44077, -1.54974, 0.16390)
N (3.68835, -1.62892, -0.28593)
C (4.73855, -1.60558, 0.75211)
C (5.51784, -0.31094, 0.72831)
C (4.61691, 0.93932, 0.79757)
C (5.23640, 2.11229, 0.01341)
C (4.15894, 2.92979, -0.66222)
O (4.78074, 3.73577, -1.68954)
C (3.84673, 4.51054, -2.31455)
C (3.21398, 3.92765, -3.53900)
O (3.54523, 5.57865, -1.88927)
C (4.03871, -1.71477, -1.55762)
C (5.49002, -1.89562, -1.99144)
O (6.01712, -0.91469, -2.52063)
O (5.89969, -3.05928, -1.78197)
C (3.01346, -1.69112, -2.54076)
C (3.40377, -1.84531, -3.99346)
C (4.02593, -0.57657, -4.65444)
C (3.32776, -0.11370, -5.91622)
F (2.64362, -1.09649, -6.53367)
F (4.23717, 0.34168, -6.80635)
F (2.46250, 0.89980, -5.72482)
H (1.77631, 0.99508, -3.10102)
H (0.35530, 1.25927, -2.10513)
H (0.42984, 1.94132, -3.70249)
H (-1.04876, -0.10962, -3.65078)
H (0.26166, -0.16912, -4.79651)
H (0.31117, -2.99465, -4.47126)
H (0.20122, -2.05687, 0.82133)
H (-0.59820, -2.14652, -0.71279)
H (-0.81318, -0.12195, 1.20155)
H (0.31751, 0.58124, 0.00923)
H (-4.51840, -0.16606, -0.47962)
H (-4.37125, 1.56958, -0.87972)
H (-3.10000, -0.61711, -2.54349)
H (-4.59279, 0.19457, -2.95327)
H (-3.11641, 1.11641, -2.88800)
H (4.23703, -1.71619, 1.70707)
H (5.36207, -2.47971, 0.61372)
H (6.15451, -0.31908, 1.60929)
H (6.18654, -0.24631, -0.12151)
H (4.55238, 1.24598, 1.83489)
H (3.63388, 0.72623, 0.38915)
H (5.82062, 2.73749, 0.67798)
H (5.90489, 1.76380, -0.77016)
H (3.68404, 3.59862, 0.05358)
H (3.42818, 2.26959, -1.12984)
H (3.93148, 3.40872, -4.16449)
H (2.75129, 4.73255, -4.09145)
H (2.45675, 3.21947, -3.21503)
H (4.17757, -2.60565, -4.01138)
H (2.56548, -2.22655, -4.56448)
H (4.10688, 0.22005, -3.92978)
H (5.03670, -0.81281, -4.94597)
C (5.52885, 10.07983, 3.57166)
C (6.30018, 9.35429, 2.47250)
C (5.49169, 9.16109, 1.19017)
C (4.23318, 8.30528, 1.34519)
C (4.47746, 6.89778, 1.88642)
C (5.36235, 6.04926, 0.97673)
H (4.64190, 9.52322, 3.87735)
H (6.15169, 10.21434, 4.45731)
H (5.20902, 11.06753, 3.23352)
H (6.65436, 8.39009, 2.84635)
H (7.19485, 9.93430, 2.23080)
H (6.13829, 8.72224, 0.42577)
H (5.19709, 10.14275, 0.80573)
H (3.74506, 8.22848, 0.36908)
H (3.52004, 8.81779, 1.99743)
H (3.50954, 6.40140, 2.00138)
H (4.91423, 6.94753, 2.88840)
H (4.91266, 5.94900, -0.01102)
H (5.49142, 5.04831, 1.39541)
H (6.35629, 6.48431, 0.85925)
C (2.45676, -1.02162, 4.34008)
C (2.67053, -2.27786, 5.18036)
C (2.73088, -1.99926, 6.68130)
C (3.88250, -1.09192, 7.11906)
C (5.27572, -1.59338, 6.74056)
C (5.63298, -2.93303, 7.37857)
H (3.27412, -0.30896, 4.46404)
H (2.39894, -1.27561, 3.27897)
H (1.52603, -0.52244, 4.61697)
H (3.57935, -2.79011, 4.85275)
H (1.84620, -2.97073, 4.99178)
H (2.79141, -2.95062, 7.21635)
H (1.78891, -1.53877, 6.99498)
H (3.83196, -0.97009, 8.20535)
H (3.74018, -0.09191, 6.70010)
H (6.00798, -0.84577, 7.05541)
H (5.36757, -1.66929, 5.65328)
H (5.59734, -2.86468, 8.46747)
H (6.64071, -3.23866, 7.09464)
H (4.95082, -3.72460, 7.06558)
C (-8.46561, -3.04082, 1.64246)
C (-7.30869, -3.79385, 0.99164)
C (-6.41837, -4.52228, 1.99759)
C (-5.71044, -3.61007, 3.00134)
C (-4.83235, -2.53176, 2.36930)
C (-3.68298, -3.09896, 1.54037)
H (-8.11203, -2.26312, 2.32084)
H (-9.08543, -2.55709, 0.88589)
H (-9.10125, -3.72292, 2.21020)
H (-6.71476, -3.10371, 0.38531)
H (-7.72016, -4.53181, 0.29816)
H (-5.67560, -5.11148, 1.45262)
H (-7.02468, -5.24492, 2.55197)
H (-5.09549, -4.23041, 3.66086)
H (-6.44997, -3.13026, 3.64746)
H (-4.41943, -1.90916, 3.16677)
H (-5.44013, -1.86664, 1.74927)
H (-3.03540, -3.72066, 2.16201)
H (-3.07704, -2.29090, 1.12223)
H (-4.04210, -3.70382, 0.70660)
C (-12.13740, -3.39123, -3.98063)
C (-10.98486, -4.15170, -4.63082)
C (-10.10089, -4.88842, -3.62523)
C (-9.38954, -3.98757, -2.61397)
C (-8.49305, -2.91114, -3.22418)
C (-7.33634, -3.47769, -4.04314)
H (-11.77873, -2.61772, -3.30009)
H (-12.75234, -2.90133, -4.73660)
H (-12.77890, -4.06942, -3.41456)
H (-10.38411, -3.46518, -5.23314)
H (-11.39763, -4.88584, -5.32740)
H (-9.36083, -5.48081, -4.17020)
H (-10.71403, -5.60861, -3.07478)
H (-8.78497, -4.61853, -1.95452)
H (-10.13041, -3.50606, -1.96948)
H (-8.08513, -2.30231, -2.41221)
H (-9.08513, -2.23330, -3.84471)
H (-6.70252, -4.11833, -3.42624)
H (-6.71493, -2.67382, -4.44098)
H (-7.69130, -4.06597, -4.89014)

=====

No. 2
This record from the OMol25 dataset describes a cluster of 6 separate species, C46H92BrF2N4O5 in total. The level of theory is ωB97M-V/def2-TZVPD.

As for the total energy: -140862.4559 eV. Its HOMO-LUMO gap is 8.7 eV. Its total charge is +1.

Geometry (Å):
C (-3.58515, -5.73868, -1.18360)
C (-5.04092, -6.06852, -0.81822)
C (-5.91439, -4.81687, -0.73554)
C (-5.46007, -3.84943, 0.38101)
C (-5.15148, -2.41633, -0.10691)
C (-3.65482, -2.02115, -0.06316)
C (-3.14017, -1.42794, -1.41705)
C (-4.11930, -0.85129, -2.43838)
C (-4.92604, 0.39464, -2.07074)
C (-4.17886, 1.72138, -2.21749)
F (-4.86013, 2.54476, -3.11448)
N (-2.05229, -0.42486, -1.18672)
C (-1.23570, -0.56005, -0.12881)
N (0.07519, -0.28412, -0.21948)
N (0.66091, 0.14629, -1.41244)
C (0.40592, 1.54568, -1.80797)
C (1.64573, 2.09732, -2.51032)
C (2.64693, 2.74876, -1.55673)
C (0.95197, -0.47978, 0.94076)
F (1.06708, -1.85231, 1.13859)
C (2.31060, 0.14686, 0.79819)
C (3.16775, -0.15848, 2.03630)
N (-1.75218, -0.97050, 1.03254)
C (-3.21609, -1.20596, 1.18986)
C (-3.92234, 0.16566, 1.25715)
C (-3.49294, 1.12579, 2.38014)
C (-2.99746, 2.46918, 1.84858)
Br (-4.97356, 1.49472, 3.59618)
C (-3.27797, -1.99932, 2.53117)
C (-2.48340, -3.32808, 2.49141)
C (-4.66333, -2.18126, 3.17702)
C (-4.63147, -1.97795, 4.69464)
C (-6.02840, -1.91560, 5.29954)
H (-3.53229, -4.80222, -1.75185)
H (-2.95797, -5.60503, -0.29665)
H (-3.12844, -6.52869, -1.78075)
H (-5.06802, -6.58740, 0.14563)
H (-5.46300, -6.75422, -1.55624)
H (-6.95468, -5.10899, -0.57353)
H (-5.87355, -4.31128, -1.70737)
H (-4.56456, -4.26963, 0.84365)
H (-6.23819, -3.80589, 1.14237)
H (-5.75436, -1.69336, 0.44178)
H (-5.49708, -2.34951, -1.13665)
H (-3.09127, -2.95498, 0.01737)
H (-2.64313, -2.25799, -1.93260)
H (-3.53417, -0.61860, -3.33935)
H (-4.78637, -1.65799, -2.74570)
H (-5.76297, 0.46125, -2.77089)
H (-5.37136, 0.30111, -1.07811)
H (-4.09140, 2.27641, -1.27774)
H (-3.17228, 1.57279, -2.62596)
H (-1.53163, -0.26261, -2.04085)
H (0.44496, -0.51626, -2.14761)
H (0.18823, 2.09858, -0.88857)
H (-0.47858, 1.64289, -2.45053)
H (1.30423, 2.82443, -3.25086)
H (2.13859, 1.27254, -3.03416)
H (3.26313, 1.98930, -1.07665)
H (3.32702, 3.40570, -2.10103)
H (2.13394, 3.33539, -0.78872)
H (0.45965, -0.07112, 1.83022)
H (2.78346, -0.23479, -0.10700)
H (2.16948, 1.22273, 0.69360)
H (3.86574, -0.97243, 1.84054)
H (2.56580, -0.44369, 2.90233)
H (3.75594, 0.71714, 2.31116)
H (-1.35977, -0.48176, 1.82733)
H (-3.72236, 0.68668, 0.31666)
H (-4.99909, 0.01868, 1.29207)
H (-2.71311, 0.69320, 3.01001)
H (-2.43950, 2.99292, 2.62169)
H (-3.82200, 3.09563, 1.50583)
H (-2.29390, 2.29994, 1.02350)
H (-2.71470, -1.36768, 3.23328)
H (-1.80578, -3.39197, 3.34526)
H (-1.85139, -3.42245, 1.60619)
H (-3.14327, -4.19480, 2.54568)
H (-5.42698, -1.53801, 2.73488)
H (-4.97550, -3.21398, 3.01492)
H (-4.07012, -2.80305, 5.14961)
H (-4.08275, -1.06247, 4.93660)
H (-6.61109, -2.80540, 5.04464)
H (-5.98787, -1.85495, 6.38856)
H (-6.56842, -1.03858, 4.93289)
C (-0.80168, 6.18705, -0.68019)
C (-1.69660, 4.94927, -0.71977)
C (-1.80908, 4.70644, -2.22072)
O (-0.57630, 5.14270, -2.78837)
C (0.15772, 5.91118, -1.82988)
H (-0.28816, 6.33016, 0.26921)
H (-1.39537, 7.07911, -0.88642)
H (-1.20127, 4.10097, -0.23856)
H (-2.66640, 5.09247, -0.24417)
H (-2.63238, 5.27769, -2.65984)
H (-1.95720, 3.65278, -2.46744)
H (1.01837, 5.32951, -1.49024)
H (0.52513, 6.81531, -2.31480)
C (0.38355, 4.16164, 6.08856)
C (-0.66064, 3.06137, 6.27914)
C (-1.19636, 2.91262, 4.86285)
O (-0.11025, 3.20748, 3.98338)
C (0.96210, 3.80439, 4.72554)
H (1.14105, 4.18346, 6.86973)
H (-0.09962, 5.13958, 6.05321)
H (-0.18086, 2.13677, 6.60588)
H (-1.43963, 3.31374, 6.99596)
H (-2.01590, 3.61564, 4.67717)
H (-1.55467, 1.90233, 4.64443)
H (1.77759, 3.08017, 4.81921)
H (1.32847, 4.66857, 4.17146)
C (7.70592, 0.26762, -0.98191)
C (7.65255, 1.53945, -1.82675)
C (6.22936, 1.48742, -2.36353)
O (5.44496, 0.83604, -1.35765)
C (6.30649, 0.23812, -0.38346)
H (8.48537, 0.28034, -0.22207)
H (7.86492, -0.60306, -1.62073)
H (7.78988, 2.41928, -1.19424)
H (8.39096, 1.56635, -2.62598)
H (6.18674, 0.90534, -3.29025)
H (5.80542, 2.47548, -2.55097)
H (6.26053, 0.82144, 0.54326)
H (5.94829, -0.77165, -0.17487)
C (2.65379, -6.69611, 0.71703)
C (2.44113, -5.36178, 0.00273)
C (2.82246, -4.36963, 1.09542)
O (3.82306, -5.00915, 1.88250)
C (3.89288, -6.39804, 1.55261)
H (2.79772, -7.53702, 0.04061)
H (1.80281, -6.91893, 1.36407)
H (3.12240, -5.27575, -0.84619)
H (1.42327, -5.21620, -0.35948)
H (1.96222, -4.13316, 1.73096)
H (3.22779, -3.43408, 0.70556)
H (4.80830, -6.58663, 0.98269)
H (3.93800, -6.97369, 2.47710)
C (6.87225, 1.97520, -7.06133)
C (7.26347, 3.36800, -6.56750)
C (7.82377, 3.05206, -5.18693)
O (8.39434, 1.74666, -5.27106)
C (7.99960, 1.12102, -6.49468)
H (6.79453, 1.90100, -8.14472)
H (5.91488, 1.67610, -6.62826)
H (8.04102, 3.79150, -7.20553)
H (6.43157, 4.06973, -6.53234)
H (7.02741, 3.04423, -4.43495)
H (8.59384, 3.75366, -4.86381)
H (8.85608, 1.09286, -7.17547)
H (7.69754, 0.09544, -6.27918)